Here is an isolated molecule of C37H35N4O2P at a distorted geometry from the Open Molecules 2025 dataset. Energies are from the ωB97M-V functional and the def2-TZVPD basis.

Element x y z (Å)
C1 10.53881 -0.96502 4.12265
N1 9.13470 -0.65396 4.15931
C2 8.51777 -0.28373 5.32360
O1 9.05783 -0.18434 6.41909
C3 7.05397 -0.01406 4.98819
C4 6.58030 1.38625 5.37704
C5 6.63049 1.63534 6.86665
C6 7.26134 2.78378 7.35591
C7 7.40974 2.96332 8.73264
C8 6.87745 2.01867 9.62146
C9 6.18575 0.90336 9.12897
C10 6.04587 0.72166 7.74963
N2 7.01690 -0.23041 3.54977
C11 5.82292 -0.12364 2.89584
C12 5.60546 -0.17016 1.55812
C13 4.21405 -0.09098 0.97184
C14 4.15538 -0.60763 -0.48799
C15 2.95353 -1.11863 -0.97147
C16 2.79415 -1.45426 -2.30927
C17 3.87668 -1.35828 -3.18325
C18 3.70056 -1.61906 -4.58522
N3 3.54926 -1.82230 -5.72872
C19 5.12347 -0.99659 -2.67123
C20 5.26108 -0.57938 -1.34518
C21 3.57039 1.29697 1.15802
C22 3.50225 1.72963 2.55545
N4 3.46279 2.17891 3.63668
P1 1.78002 1.47294 0.53346
O2 1.11485 0.17485 0.90619
C23 0.64509 2.81482 1.02285
C24 0.67366 4.07867 0.40364
C25 -0.39742 4.96616 0.55069
C26 -1.51034 4.61394 1.32314
C27 -1.52794 3.37511 1.97778
C28 -0.45598 2.49221 1.84292
C29 1.90728 1.75848 -1.27822
C30 3.08012 2.17264 -1.92419
C31 3.13525 2.18034 -3.31831
C32 1.99968 1.87779 -4.07073
C33 0.79989 1.56899 -3.42827
C34 0.75149 1.51734 -2.03519
C35 8.29560 -0.63134 2.96919
C36 8.80042 0.40264 1.95069
C37 8.25832 -2.02022 2.31793
H1 10.92980 -0.87232 5.13499
H2 10.70321 -1.98366 3.75578
H3 11.06979 -0.27189 3.46232
H4 6.42297 -0.77600 5.48470
H5 7.23063 2.11597 4.86557
H6 5.55512 1.54630 5.00103
H7 7.65997 3.51086 6.64394
H8 7.94297 3.83913 9.10813
H9 6.99872 2.15426 10.69850
H10 5.75688 0.17122 9.81544
H11 5.50062 -0.13527 7.34643
H12 4.97948 0.01119 3.57789
H13 6.44798 -0.40233 0.91272
H14 3.56339 -0.77802 1.54819
H15 2.09164 -1.19338 -0.30708
H16 1.82055 -1.77144 -2.67995
H17 6.00402 -1.01751 -3.31738
H18 6.23917 -0.21327 -1.01700
H19 4.16685 2.02202 0.58019
H20 1.52897 4.35770 -0.21641
H21 -0.36614 5.93704 0.05082
H22 -2.35099 5.30158 1.42671
H23 -2.38480 3.09553 2.59279
H24 -0.48062 1.52334 2.34599
H25 3.95807 2.47159 -1.34661
H26 4.07827 2.41326 -3.81631
H27 2.04748 1.88286 -5.16005
H28 -0.10267 1.35520 -4.00395
H29 -0.18383 1.27032 -1.52500
H30 9.00693 1.35775 2.45487
H31 9.72026 0.02507 1.48430
H32 8.05536 0.57976 1.17036
H33 8.14985 -2.78428 3.09857
H34 7.43073 -2.11004 1.60758
H35 9.20839 -2.17543 1.79168

Results
largest force on an atom = 2.7 eV Å⁻¹
frontier orbital gap = 8.35 eV
LUMO level = 0.234 eV
M = 598.687 g mol⁻¹
E_HOMO = -8.118 eV
energy = -58281.61818 eV
SMILES string = CN1C(=O)[C@@H](Cc2ccccc2)N(/C=C/[C@H](c2ccc(C#N)cc2)[C@H](C#N)P(=O)(c2ccccc2)c2ccccc2)C1(C)C